[1]
The following is a quantum chemistry calculation of a cluster of 2 separate species, ClH2O2PS in total in a non-equilibrium geometry, from the Open Molecules 2025 dataset.

Computed properties:
Orbital gap   10.28 eV
LUMO   -0.57 eV
Largest force on an atom   3.99 eV/A
Energy relative to the best compared isomer or geometry (same formula, charge and spin)   37.34 kcal per mole
SMILES string   O=P(O)=S.Cl

Each line ends with the Mulliken charge.
Element x y z (Å)
H (2.982233, 1.004600, -2.171446)  0.351
P (3.898458, 0.163775, -0.301388)  0.864
O (2.484111, -0.314461, -0.149438)  -0.487
S (5.553246, 0.054072, 0.633124)  -0.233
Cl (-1.365553, 0.028312, 0.460848)  -0.252
O (3.826901, 1.140718, -1.738230)  -0.489
H (-0.987608, -0.910044, -0.406020)  0.247

Forces on atoms 1 to 3 (eV/Å):
H -0.515 -0.210 0.143
P -2.569 1.479 -2.678
O 2.450 0.211 0.361


[2]
The following is a quantum chemistry calculation of a cluster of 2 separate species, ClH2O3PS in total in a non-equilibrium geometry, from the Open Molecules 2025 dataset.

Computed properties:
Orbital gap   9.54 eV
LUMO   -0.94 eV
Largest force on an atom   3.22 eV/A
Energy relative to the best compared isomer or geometry (same formula, charge and spin)   60.09 kcal per mole
SMILES string   S=P1(Cl)OO1.O

Each line ends with the Mulliken charge.
Element x y z (Å)
H (2.955466, 1.006440, 0.395177)  0.323
H (2.676562, -0.499786, 0.216779)  0.314
Cl (-2.001801, -1.686150, 1.022455)  -0.125
O (-0.697236, -0.353214, -1.438368)  -0.234
P (-1.625742, -0.008569, -0.113958)  0.836
O (2.754517, 0.190536, 0.868650)  -0.639
S (-1.941562, 1.733101, 0.653132)  -0.261
O (-2.120207, -0.382361, -1.603869)  -0.213

Forces on atoms 1 to 3 (eV/Å):
H -0.046 -0.239 -0.037
H 0.033 -0.217 -0.430
Cl 0.594 1.172 -0.837


In order of appearance, E_HOMO = -10.855 -10.480 eV.
In order of appearance, DFT total energy = -1351.4529 -1426.5903 a.u..